# 1
ORCA calculation (wB97M-V/def2-TZVPD) on a 3-piece molecular cluster, C40H80BFN8O5P2 overall in a non-equilibrium geometry.

Element x y z (Å)
C -4.2394 5.2920 1.3592
C -5.5153 5.0427 2.2066
C -5.6355 3.5872 2.7010
C -6.4823 3.5440 3.9764
C -6.6640 2.1483 4.5815
C -7.1164 1.0952 3.5630
C -8.4620 1.4328 2.9106
C -9.0109 0.2698 2.0547
C -8.9837 0.5302 0.5413
C -7.6369 1.0923 0.0381
C -7.1863 0.5401 -1.3372
C -5.8326 -0.2030 -1.2819
C -4.7106 0.6603 -1.8929
C -3.4734 -0.0755 -2.3472
C -3.2337 -0.1234 -3.6909
C -2.1096 -0.7771 -4.2149
N -1.9486 -0.8246 -5.5734
C -0.8766 -1.4110 -6.0130
C -0.7134 -1.4455 -7.5165
F -0.1503 -2.6266 -7.9666
C 0.0058 -0.1947 -8.0517
C -0.9715 0.6726 -8.8549
C 0.0822 -1.9744 -5.1075
O 1.2046 -2.5265 -5.6505
N -0.0448 -1.9875 -3.8212
C -1.1756 -1.3696 -3.3624
C -1.4164 -1.3236 -1.9656
C -0.4087 -1.9998 -1.0560
C -0.5279 -3.5091 -1.0970
O 0.4521 -4.2137 -1.1577
C -2.5406 -0.7146 -1.4636
B -2.8132 -0.7051 0.0980
O -3.7357 -1.6046 0.5579
C -2.0516 0.2451 1.1093
C -2.3352 1.7194 0.7273
H -3.6224 4.3969 1.3058
H -3.6856 6.1349 1.7677
H -4.5099 5.5587 0.3365
H -6.3802 5.2551 1.5763
H -5.5166 5.7384 3.0462
H -6.1581 3.0478 1.9070
H -4.6390 3.1704 2.8602
H -5.9451 4.1475 4.7156
H -7.4324 4.0499 3.7929
H -5.7312 1.8054 5.0336
H -7.4407 2.2171 5.3491
H -6.3266 1.0054 2.8109
H -7.2134 0.1211 4.0486
H -9.1468 1.5975 3.7490
H -8.4238 2.3731 2.3578
H -10.0495 0.1105 2.3554
H -8.4831 -0.6524 2.3094
H -9.8049 1.2145 0.3195
H -9.1858 -0.4128 0.0279
H -6.8813 0.9427 0.8079
H -7.7737 2.1699 -0.0827
H -7.1447 1.3774 -2.0366
H -7.9829 -0.1079 -1.7076
H -5.6104 -0.2971 -0.2219
H -5.8834 -1.2030 -1.7081
H -5.1184 1.1820 -2.7605
H -4.4735 1.4501 -1.1726
H -3.9203 0.3332 -4.3926
H -1.7367 -1.4269 -7.8988
H 0.2761 0.4081 -7.1807
H 0.9028 -0.4342 -8.6179
H -0.4644 1.5344 -9.2872
H -1.4318 0.0795 -9.6463
H -1.7593 1.0441 -8.1991
H 1.9425 -2.1716 -5.1392
H -0.4356 -1.5961 -0.0447
H 0.5803 -1.7733 -1.4558
H -1.5298 -3.9777 -1.1078
H -4.0549 -1.3547 1.4324
H -0.9793 0.0411 1.0943
H -2.4310 0.0294 2.1141
H -1.6900 2.4087 1.2655
H -2.1993 1.8268 -0.3510
H -3.3936 1.9180 0.9090
C 4.7952 1.6661 0.5967
N 3.9366 2.4653 1.4473
C 4.2162 3.8858 1.2708
P 3.4339 1.9979 3.0109
O 2.2831 2.9137 3.2655
N 2.6096 0.4798 2.9498
C 2.5301 -0.2936 1.7202
C 1.3405 0.4257 3.6586
N 4.9190 1.2443 3.4852
C 4.8600 0.1490 4.4712
C 5.8608 2.2571 4.0244
H 5.8437 1.6533 0.9238
H 4.7703 2.0628 -0.4217
H 4.4555 0.6408 0.5193
H 5.2460 4.1435 1.5578
H 3.5367 4.4921 1.8674
H 4.0780 4.1713 0.2257
H 2.0987 0.2790 0.8866
H 1.9112 -1.1793 1.8827
H 3.5079 -0.6819 1.4303
H 0.5293 0.8528 3.0539
H 1.3822 0.9643 4.6032
H 1.0876 -0.6117 3.8961
H 4.2939 0.4148 5.3681
H 5.8783 -0.1080 4.7702
H 4.4291 -0.7448 4.0338
H 5.5082 2.6865 4.9671
H 5.9972 3.0731 3.3121
H 6.8396 1.8086 4.1919
C 9.1318 -2.2933 -0.8429
N 7.9977 -1.8563 -0.0504
C 8.4469 -0.9495 1.0022
P 6.6389 -2.8184 0.3421
O 5.6520 -1.7966 0.7944
N 5.8589 -3.3667 -1.0990
C 6.4279 -3.1184 -2.4099
C 4.4085 -3.1897 -1.1242
N 7.4890 -4.3101 0.5447
C 6.7550 -5.5648 0.2831
C 8.0342 -4.4119 1.9226
H 9.7975 -2.9825 -0.3061
H 9.7180 -1.4165 -1.1274
H 8.8320 -2.7633 -1.7722
H 9.1365 -1.4396 1.7045
H 7.5997 -0.5663 1.5700
H 8.9643 -0.0913 0.5675
H 6.6189 -2.0536 -2.5980
H 5.7475 -3.4838 -3.1811
H 7.3505 -3.6846 -2.5534
H 4.1148 -2.1686 -1.3985
H 3.9679 -3.4151 -0.1556
H 3.9683 -3.8812 -1.8460
H 5.8029 -5.6188 0.8163
H 7.3749 -6.4055 0.5999
H 6.5698 -5.6951 -0.7773
H 7.2419 -4.4914 2.6726
H 8.6397 -3.5358 2.1624
H 8.6814 -5.2838 2.0073

## Properties
M: 844.89 g/mol
net charge: 0
HOMO: -0.2990 hartree
structure (SMILES): CCCCCCCCCCCCCc1cc2nc([C@H](F)CC)c(O)nc2c(CC=O)c1B(O)CC.CN(C)P(=O)(N(C)C)N(C)C.CN(C)P(=O)(N(C)C)N(C)C

---

# 2
ORCA calculation (wB97M-V/def2-TZVPD) on a 6-piece molecular cluster, C40H81N5O13 overall in a non-equilibrium geometry.

Element x y z (Å)
C -3.1204 -3.8101 7.5450
C -2.5303 -3.7453 6.1382
C -1.9551 -2.3608 5.7918
C -0.7957 -2.5030 4.7860
N 0.3156 -3.1084 5.5594
C 1.3944 -2.2515 5.5167
O 2.3442 -2.3328 6.2450
C 1.2590 -1.1371 4.4239
C 2.3887 -1.5710 3.4375
C 2.5416 -3.0247 2.9098
N 1.3229 -3.8054 2.7319
N 3.5018 -3.8271 3.6925
N 3.1369 -2.8776 1.5585
N 1.6576 0.0093 5.2428
C 1.8942 1.1910 4.8241
C 2.8912 1.6302 3.7620
C 1.2402 2.3526 5.5108
C -0.2698 -1.2293 4.0492
C -1.0496 0.0578 4.4693
C -1.1355 1.1792 3.4527
O -2.1529 1.7838 3.3313
O -0.1013 1.5394 2.6710
C -0.7561 -1.4594 2.5880
C -0.0051 -1.4187 1.4178
C -0.5713 -1.6178 0.1611
C -1.9320 -1.8618 0.0214
C -2.7016 -1.8906 1.1793
C -2.1311 -1.7004 2.4280
H -3.9363 -4.5334 7.5419
H -2.4058 -4.1531 8.2869
H -3.5731 -2.8668 7.8395
H -1.7930 -4.5361 6.0113
H -3.3188 -3.9535 5.4139
H -1.5473 -1.9564 6.7186
H -2.7969 -1.7709 5.4422
H -1.0862 -3.3144 4.1254
H 0.5092 -4.0699 5.3396
H 2.4568 -0.8911 2.5911
H 3.2976 -1.3716 4.0011
H 1.3500 -4.6121 3.3445
H 1.3387 -4.1936 1.7971
H 4.2787 -3.2516 3.9889
H 3.0672 -4.2332 4.5123
H 3.5525 -3.7865 1.3731
H 3.9232 -2.2389 1.6372
H 3.6585 0.8625 3.6891
H 3.3957 2.5330 4.0869
H 2.4696 1.7425 2.7644
H 0.7403 2.9547 4.7564
H 2.0398 2.9789 5.9188
H 0.6128 2.0532 6.3400
H -0.6468 0.3965 5.4212
H -2.0877 -0.1710 4.6464
H 0.5595 0.8370 2.6137
H 1.0525 -1.2121 1.4532
H 0.0401 -1.5811 -0.7281
H -2.3887 -1.9995 -0.9454
H -3.7661 -2.0534 1.0807
H -2.7984 -1.7274 3.2750
C 0.6167 1.0314 -2.5923
O -0.7403 0.7508 -2.3060
C -1.5292 1.9204 -2.1513
C -2.3326 2.2233 -3.3959
O -1.4975 2.5699 -4.4912
C -1.3018 1.5050 -5.4036
H 1.0897 0.1037 -2.9142
H 0.7163 1.7710 -3.3885
H 1.1289 1.3946 -1.6945
H -0.9031 2.7768 -1.8830
H -2.2191 1.7353 -1.3218
H -2.9777 3.0847 -3.1973
H -2.9735 1.3739 -3.6522
H -2.2019 1.3585 -6.0104
H -1.0492 0.5722 -4.8923
H -0.4792 1.7751 -6.0643
C 2.8068 3.6677 -3.6496
O 3.5644 3.1026 -2.5931
C 4.9072 2.8287 -2.9600
C 5.8532 3.8838 -2.4361
O 5.6321 5.1485 -3.0390
C 4.8748 6.0184 -2.2159
H 1.8759 4.0463 -3.2309
H 3.3376 4.4899 -4.1349
H 2.5737 2.8954 -4.3910
H 5.0003 2.7335 -4.0460
H 5.1755 1.8662 -2.5126
H 6.8798 3.5888 -2.6749
H 5.7679 3.9570 -1.3470
H 5.4990 6.3847 -1.3929
H 3.9893 5.5251 -1.8081
H 4.5562 6.8665 -2.8192
C 2.1228 8.3736 2.0961
O 2.5764 7.4712 1.1031
C 3.6611 6.6640 1.5318
C 3.1998 5.2727 1.9111
O 2.3765 5.2933 3.0643
C 0.9819 5.2091 2.8058
H 1.1684 8.7785 1.7641
H 1.9798 7.8772 3.0587
H 2.8333 9.1988 2.2156
H 4.1912 7.1389 2.3630
H 4.3564 6.5844 0.6903
H 4.0776 4.6647 2.1567
H 2.6862 4.7992 1.0677
H 0.7062 4.1857 2.5297
H 0.6697 5.8953 2.0158
H 0.4633 5.4753 3.7258
C -2.3132 -1.0495 -8.4974
O -1.2677 -0.1385 -8.7884
C 0.0192 -0.6792 -8.5257
C 0.6980 -1.1350 -9.7986
O 0.0260 -2.2357 -10.3895
C -0.7983 -1.8686 -11.4816
H -3.2288 -0.6533 -8.9337
H -2.1188 -2.0375 -8.9206
H -2.4503 -1.1400 -7.4138
H -0.0440 -1.5013 -7.8064
H 0.6183 0.1185 -8.0743
H 1.7114 -1.4698 -9.5552
H 0.7778 -0.3044 -10.5062
H -0.1875 -1.6442 -12.3627
H -1.4242 -1.0054 -11.2448
H -1.4416 -2.7170 -11.7097
C -7.1105 -6.7263 0.3128
O -7.0647 -6.2014 -1.0018
C -6.9499 -4.7878 -1.0375
C -5.5306 -4.3464 -1.3190
O -4.6512 -4.6886 -0.2591
C -3.8756 -5.8423 -0.5300
H -6.9719 -7.8040 0.2438
H -6.3219 -6.3086 0.9431
H -8.0852 -6.5254 0.7706
H -7.3077 -4.3465 -0.1022
H -7.5948 -4.4320 -1.8471
H -5.5155 -3.2553 -1.4115
H -5.1791 -4.7693 -2.2650
H -3.0789 -5.6076 -1.2444
H -4.4868 -6.6584 -0.9220
H -3.4207 -6.1617 0.4066

## Properties
M: 840.11 g/mol
net charge: 0
HOMO: -0.3134 hartree
structure (SMILES): CCC[C@@H]1NC(=O)[C@](CC(N)(N)N)(N=C(C)C)[C@@]1(CC(=O)O)c1ccccc1.COCCOC.COCCOC.COCCOC.COCCOC.COCCOC

---

M of number 2 (C40H81N5O13)? 840.11 g/mol